Density functional theory data (ωB97M-V/def2-TZVPD) for a molecular structure, C32H38BF4LiO12.

The energy above the lowest of the compared OMol25 structures with the same formula, charge and spin comes out at 16.2 kcal/mol. Its total energy is -2576.84674 Eh. The gap between HOMO and LUMO comes out at 6.16 eV.

The geometry in ORCA input format:
```
! wB97M-V def2-TZVPD RIJCOSX def2/J DEFGRID3
* xyz 0 1
Li -1.77712 0.03853 -4.05837
B -1.10627 -0.59498 -0.42965
F -0.15915 -1.31586 0.03700
F -2.35663 -0.92641 0.17077
F -0.77445 0.69276 -0.22502
F -1.19815 -0.86731 -1.94216
C -0.99528 -2.21811 -5.68743
O -0.38992 -1.39914 -4.74168
H -0.43463 -2.72877 -6.39125
H -1.73437 -1.57726 -6.24734
H -1.68008 -2.97187 -5.42814
H 0.06369 -1.99906 -4.19133
C -0.42281 -5.06329 0.45644
O -0.85797 -4.03721 -0.57232
H -0.85093 -6.11020 0.32175
H -1.05081 -4.71048 1.23131
H 0.70623 -5.15375 0.76035
H -0.89592 -3.17061 -0.19877
C -0.53184 -1.42670 6.13549
C -1.25051 -0.85164 5.01828
C -0.64791 -0.75593 3.69928
C 0.60132 -1.21021 3.54345
C 1.37809 -1.64124 4.66256
C 0.83477 -1.68139 5.92478
O 1.62428 -1.90741 6.96020
O -1.46406 -0.18044 2.77060
H -1.05554 -1.26904 7.21150
H -2.32503 -0.45108 5.30262
H 0.95114 -1.26829 2.60952
H 2.35936 -2.02427 4.48020
H 2.60544 -1.69974 7.04742
H -1.63616 -0.88060 2.09028
C 2.17017 3.02350 -2.99588
C 3.13544 2.51830 -3.75606
C 3.65443 1.22544 -3.52433
C 3.18362 0.50528 -2.41725
C 2.30591 0.97232 -1.60954
C 1.65031 2.20647 -1.86368
O 0.88400 2.66891 -0.93539
O 4.78136 0.69149 -4.29912
H 1.70287 4.07728 -2.94045
H 3.46990 3.14970 -4.54305
H 3.73334 -0.34832 -2.24336
H 2.06842 0.43640 -0.78177
H 0.19862 2.19133 -0.49126
H 5.19229 1.27094 -4.88478
C 0.39860 2.81724 3.34710
C 1.45973 3.44921 3.93933
C 1.60123 4.81948 3.72929
C 0.89483 5.43885 2.70637
C -0.15347 4.79506 1.90326
C -0.45551 3.43981 2.40678
O -1.47587 2.72638 1.83340
O 2.55211 5.61521 4.33764
H 0.60684 1.78253 3.38322
H 2.25081 2.80817 4.63940
H 1.03488 6.51926 2.37272
H -0.64036 5.19513 1.15023
H -1.22878 1.85811 1.91763
H 3.39431 5.15302 4.48558
C -6.30589 1.70745 -0.85160
C -6.73078 3.02379 -0.61336
C -6.27261 3.49827 0.62248
C -5.39949 2.87817 1.40314
C -4.80834 1.71117 1.00952
C -5.28217 1.13882 -0.19806
O -4.83173 -0.07260 -0.68377
O -6.64061 4.76548 0.90357
H -6.82171 1.29525 -1.87069
H -7.38231 3.42539 -1.26109
H -5.26264 3.42619 2.41377
H -4.06000 1.07518 1.40629
H -4.24105 -0.48481 -0.02228
H -6.61433 5.08524 1.91117
C 2.59005 -3.41191 -1.68438
C 3.92574 -3.63131 -1.58760
C 4.74891 -3.85530 -2.73528
C 4.10368 -3.95608 -3.91562
C 2.68367 -3.87105 -4.09800
C 1.90531 -3.57156 -2.94672
O 0.56372 -3.43565 -3.08699
O 6.03070 -3.83807 -2.68170
H 2.03468 -3.27013 -0.75017
H 4.69902 -3.58933 -0.61348
H 4.77727 -3.91620 -4.72822
H 2.25953 -3.82489 -5.02502
H -0.06170 -3.41492 -2.33359
H 6.49423 -4.53210 -3.16868
*
```